{"formula": "C8H15Cl2N2O", "method": "ωB97M-V/def2-TZVPD", "relative_energy_kcal_mol": 0.0, "gap_ha": 0.3641, "spin_multiplicity": 1, "homo_energy_ev": -13.16, "charge": 1, "elements": ["N", "Cl", "H", "C", "C", "H", "C", "H", "H", "H", "Cl", "C", "H", "C", "H", "H", "N", "H", "C", "O", "C", "H", "H", "H", "H", "H", "H", "C"], "coordinates": [[-0.02, 0.03, -0.22], [-4.03, -0.46, 0.23], [-2.03, 2.88, -1.48], [-1.23, 0.21, -0.60], [0.97, 0.67, -0.96], [1.26, -2.12, -0.52], [1.51, -1.77, 0.40], [-0.36, -1.21, 1.39], [1.07, 0.44, -1.99], [-2.15, -1.33, 1.35], [-2.14, -2.64, -0.55], [0.45, -0.71, 0.89], [-3.10, 0.49, -1.35], [2.72, -0.26, 1.52], [3.19, 0.68, 1.24], [0.85, 1.69, -0.71], [-2.06, 0.82, -1.37], [3.24, -0.59, 2.49], [-1.79, 2.05, -2.09], [2.81, -1.14, 0.39], [-2.49, -1.20, 0.35], [-0.72, 2.19, -2.45], [1.36, -2.61, 1.16], [2.01, 0.56, -0.59], [0.89, -0.15, 2.82], [-2.49, 2.23, -2.94], [1.07, 1.16, 1.73], [1.24, 0.08, 1.86]]}

=====

{"formula": "C9H11ClN2", "method": "ωB97M-V/def2-TZVPD", "relative_energy_kcal_mol": 67.6, "gap_ha": [0.2130, 0.2397], "spin_multiplicity": 1, "homo_energy_ev": [-6.13, -6.43], "charge": 0, "elements": ["H", "H", "H", "N", "H", "H", "N", "C", "Cl", "H", "C", "C", "C", "H", "C", "C", "C", "C", "H", "H", "C", "H", "H"], "coordinates": [[-3.88, -1.74, 0.71], [1.06, 3.33, -0.24], [0.86, -2.66, -0.05], [-0.96, -1.01, -0.25], [3.25, -2.28, 0.48], [-2.98, -2.44, -0.77], [-0.22, 1.57, -0.36], [-2.17, -0.66, 0.18], [-2.44, 0.69, 1.14], [2.40, 1.93, 1.03], [1.25, -1.68, 0.02], [2.89, -0.13, 0.81], [0.32, -0.63, 0.02], [0.23, 2.95, -1.73], [0.12, 2.91, -0.67], [-3.35, -1.45, -0.18], [2.51, -1.45, 0.46], [2.03, 0.97, 0.57], [-3.92, -0.97, -0.98], [-0.97, -1.88, -0.72], [0.73, 0.79, 0.13], [-0.67, 3.70, -0.54], [3.89, 0.14, 0.93]]}

=====

{"formula": "C5H4O", "method": "ωB97M-V/def2-TZVPD", "relative_energy_kcal_mol": 105.0, "gap_ha": 0.3144, "spin_multiplicity": 1, "smiles": "C1=C2C=C2CO1", "homo_energy_ev": -7.66, "charge": 0, "elements": ["H", "C", "C", "H", "C", "H", "O", "C", "C", "H"], "coordinates": [[-0.01, 2.22, 1.18], [0.33, -0.70, -0.53], [0.84, 0.73, 0.00], [1.87, -0.20, -1.97], [-0.87, -0.88, 0.27], [-1.62, -0.81, -0.49], [-1.04, 0.28, 1.08], [1.32, -0.05, -1.06], [-0.01, 1.23, 0.85], [-0.80, -1.82, 0.68]]}

=====

{"formula": "C6H15NNaO2", "method": "ωB97M-V/def2-TZVPD", "relative_energy_kcal_mol": 11.5, "gap_ha": 0.3658, "spin_multiplicity": 1, "homo_energy_ev": -13.52, "charge": 1, "elements": ["H", "H", "N", "C", "H", "H", "C", "C", "O", "H", "H", "H", "H", "H", "H", "H", "C", "C", "O", "H", "H", "Na", "H", "C", "H"], "coordinates": [[-1.74, -0.72, -2.31], [-0.71, 1.78, -0.94], [-0.76, -0.12, 0.04], [-1.28, 0.85, -0.94], [2.75, -2.32, 2.36], [-1.54, 0.79, 1.69], [-1.23, 0.25, -2.33], [-0.54, 0.48, 1.39], [1.19, -1.10, 1.88], [0.08, 1.75, -4.05], [1.61, 0.97, -3.73], [0.91, 1.97, -2.52], [-0.75, -1.21, 2.62], [1.18, -2.81, 3.15], [0.25, 0.00, 3.35], [-1.55, -0.70, 0.24], [0.02, -0.47, 2.40], [0.66, 1.24, -3.28], [0.08, 0.07, -2.76], [-1.82, 0.88, -3.00], [-2.28, 1.14, -0.64], [1.61, -0.65, -0.45], [2.02, -1.48, 3.69], [1.79, -2.00, 2.76], [0.03, 1.41, 1.39]]}

=====

{"formula": "C25H52ClNO19S5", "method": "ωB97M-V/def2-TZVPD", "gap_ha": 0.3199, "spin_multiplicity": 1, "smiles": "C[C@@H](Cl)CC1=C(CCC(N)=O)C(=O)OC1=O.CCOS(C)(=O)=O.CCOS(C)(=O)=O.CCOS(C)(=O)=O.CCOS(C)(=O)=O.CCOS(C)(=O)=O", "homo_energy_ev": -10.13, "charge": 0, "elements": ["O", "C", "H", "C", "O", "H", "S", "O", "H", "C", "C", "H", "O", "C", "H", "C", "C", "H", "H", "H", "H", "H", "H", "C", "H", "H", "H", "C", "H", "C", "O", "H", "H", "O", "O", "C", "H", "H", "C", "O", "H", "H", "S", "H", "H", "C", "C", "H", "Cl", "O", "O", "H", "O", "N", "H", "H", "H", "C", "O", "H", "C", "C", "H", "H", "H", "H", "C", "C", "C", "H", "S", "H", "H", "H", "O", "H", "H", "H", "C", "H", "C", "O", "S", "H", "O", "O", "H", "O", "O", "C", "H", "H", "S", "H", "C", "H", "H", "H", "H", "C", "H", "O", "H"], "coordinates": [[2.88, -0.35, 5.77], [-5.65, 0.94, 0.54], [-0.49, -2.93, -7.76], [-4.60, 0.22, 1.50], [1.26, -2.21, 6.12], [-7.85, 4.26, -1.37], [2.72, -0.50, 11.71], [-3.07, -1.00, 4.48], [4.03, -1.44, 8.14], [3.19, -1.64, -8.68], [1.60, 1.51, -4.84], [-4.79, 2.72, -0.51], [-2.54, -0.78, 2.14], [2.87, 2.86, -8.31], [0.96, -1.75, 3.51], [-3.32, -0.63, 3.32], [-4.64, 0.19, 2.92], [-1.87, 0.47, -3.63], [-0.50, -2.77, 5.27], [3.30, -2.14, -7.72], [3.95, 2.90, -8.46], [1.18, 4.18, -8.55], [1.99, 1.33, 10.41], [2.38, 0.34, 10.19], [-4.90, 3.01, 1.30], [0.81, -0.19, 4.30], [2.96, -0.58, -8.52], [-5.46, 2.53, 0.41], [2.24, 0.64, -4.92], [-3.30, -0.56, 0.95], [3.27, -1.80, 11.39], [-6.83, 0.08, 6.50], [-2.51, -1.16, -3.50], [0.37, 3.27, -6.32], [-7.96, 2.80, 0.62], [3.29, -2.08, 7.67], [3.56, 0.32, 14.27], [2.10, 2.32, -4.30], [2.27, 4.21, -8.65], [-2.22, -3.03, -5.39], [1.62, -0.24, 9.66], [2.49, 2.07, -8.96], [1.18, 2.09, -6.46], [0.39, -0.34, -2.91], [-8.63, 0.02, 5.84], [-1.61, -0.59, -3.70], [4.40, 0.30, 13.56], [4.60, -1.86, 13.56], [-8.36, 0.55, 3.03], [4.99, -3.18, -9.77], [-1.15, -0.81, -5.04], [5.64, -1.04, 14.72], [5.70, -0.93, -8.90], [-7.00, 4.42, -0.79], [2.51, 4.49, -9.67], [-1.63, -1.56, -7.68], [-7.29, 5.19, -0.14], [0.05, -1.85, 5.46], [0.75, 0.96, -7.25], [3.77, -2.76, 6.96], [5.21, -0.97, 13.72], [5.27, -0.79, -11.90], [6.33, -2.68, -11.86], [6.51, -1.78, -13.37], [-0.86, -0.64, -1.67], [-0.27, -1.96, -2.69], [-6.88, 3.22, 0.11], [-7.01, -0.01, 4.18], [0.31, -1.15, 4.14], [-6.70, 0.61, 0.86], [2.15, -1.04, 6.80], [3.29, 0.39, 9.60], [-0.62, -0.96, 3.61], [2.41, -2.12, -9.26], [1.59, -0.35, 12.59], [6.02, -1.01, 12.98], [-5.09, 0.75, 5.01], [2.75, -2.64, 8.44], [-7.56, 0.38, 5.67], [-0.58, -1.24, 6.12], [-0.52, -0.90, -2.68], [1.34, -0.33, 7.76], [4.73, -1.78, -9.54], [5.03, 1.16, 13.78], [4.27, -1.10, -10.93], [3.92, 0.46, 12.22], [4.80, -0.15, -12.65], [-3.00, -0.86, -0.23], [0.26, -2.85, -5.01], [-0.72, -1.99, -7.26], [-5.49, 0.51, -0.52], [6.08, -0.21, -11.44], [-0.97, -2.33, -5.55], [2.63, 4.98, -7.97], [-5.64, 0.80, 3.99], [0.12, -1.30, -7.37], [-6.89, -1.14, 4.12], [0.67, 1.25, -4.34], [-7.61, 1.54, 5.68], [5.81, -2.04, -12.57], [4.99, -2.63, -12.99], [2.67, 2.52, -6.93], [-5.87, 1.92, 3.83]]}

=====

{"formula": "C52H104O37", "method": "ωB97M-V/def2-TZVPD", "relative_energy_kcal_mol": 83.8, "gap_ha": 0.3480, "spin_multiplicity": 1, "homo_energy_ev": -8.97, "charge": 0, "elements": ["C", "H", "C", "C", "C", "C", "H", "H", "H", "H", "H", "H", "C", "C", "O", "C", "H", "H", "C", "H", "C", "H", "O", "H", "H", "H", "H", "H", "C", "H", "H", "C", "O", "C", "H", "H", "O", "O", "O", "O", "O", "C", "H", "H", "H", "C", "O", "H", "H", "O", "H", "O", "O", "H", "H", "C", "C", "H", "O", "O", "H", "O", "O", "H", "H", "H", "O", "H", "O", "C", "O", "H", "C", "H", "H", "O", "O", "H", "C", "C", "C", "H", "H", "H", "C", "H", "C", "H", "C", "C", "H", "C", "H", "C", "H", "C", "O", "H", "H", "H", "H", "C", "H", "C", "O", "H", "H", "H", "C", "H", "C", "H", "H", "H", "O", "H", "H", "H", "O", "O", "H", "H", "H", "H", "H", "O", "H", "H", "C", "H", "H", "H", "H", "H", "H", "O", "C", "O", "H", "C", "C", "H", "H", "C", "C", "H", "O", "H", "C", "H", "H", "O", "H", "O", "H", "H", "O", "H", "C", "H", "H", "H", "C", "C", "H", "C", "H", "H", "H", "C", "C", "H", "C", "O", "H", "O", "C", "H", "C", "H", "C", "H", "O", "H", "O", "H", "C", "H", "C", "H", "H", "H", "H"], "coordinates": [[7.84, 6.43, -16.07], [0.04, 7.50, -20.29], [2.58, -0.55, -21.34], [2.34, 0.78, -22.05], [6.97, 11.15, -17.77], [9.59, 8.44, -24.01], [0.76, 7.00, -16.43], [-3.99, 5.58, -25.67], [4.38, 1.83, -19.42], [1.98, 1.54, -21.36], [-0.22, 9.30, -15.71], [-0.94, -1.82, -18.06], [9.39, 2.18, -17.65], [2.64, 11.87, -19.32], [10.02, -1.57, -24.11], [1.11, 3.83, -16.36], [2.25, 7.80, -16.74], [8.51, 8.08, -19.21], [4.42, 6.12, -15.32], [6.55, 10.23, -18.16], [2.96, 4.60, -22.92], [0.48, 4.08, -18.32], [-3.00, 6.22, -22.67], [2.59, -1.36, -16.70], [-0.40, 9.09, -22.30], [1.74, -0.80, -20.69], [9.61, 2.77, -16.76], [2.57, -0.93, -15.00], [5.15, 10.09, -23.60], [5.81, 7.59, -15.29], [-0.70, 6.26, -21.25], [5.18, 6.35, -26.61], [4.22, 7.13, -19.58], [6.45, 12.28, -19.83], [9.21, 8.60, -25.02], [10.20, 7.54, -24.02], [9.63, -0.42, -22.09], [3.47, 1.14, -22.80], [6.92, 13.30, -20.50], [0.02, 2.21, -17.67], [1.25, 12.07, -18.95], [-1.68, 10.24, -18.64], [-3.19, 11.50, -17.68], [-2.29, 10.11, -19.53], [4.92, 3.34, -14.23], [4.36, 2.86, -19.77], [3.35, 1.34, -14.19], [1.33, 13.98, -16.45], [1.93, 14.05, -14.82], [9.22, 2.75, -18.92], [6.04, -0.63, -22.81], [2.30, 12.26, -15.74], [7.33, 12.02, -18.81], [2.82, 11.52, -20.34], [10.05, 6.31, -17.79], [8.81, 7.99, -21.81], [3.89, 1.28, -15.30], [8.41, 0.53, -16.74], [-1.38, 7.64, -23.37], [2.47, 5.60, -19.32], [8.12, 1.63, -23.00], [9.89, 7.52, -21.46], [0.68, 10.24, -20.23], [0.83, 7.08, -21.77], [10.46, 6.61, -16.07], [-1.54, -1.15, -19.52], [-2.22, 6.21, -24.82], [7.16, 0.24, -19.08], [8.53, 8.46, -23.02], [1.33, 11.41, -15.51], [6.60, 5.90, -16.04], [5.56, 3.55, -18.19], [3.68, 5.90, -19.25], [5.15, 6.41, -27.70], [6.81, 14.31, -22.28], [8.02, 7.66, -16.10], [4.68, 2.59, -24.05], [3.40, 10.89, -24.47], [6.16, 13.91, -21.50], [-2.71, 10.53, -17.60], [2.17, 13.68, -15.82], [2.96, 9.62, -23.24], [2.22, 5.12, -22.31], [2.75, 4.83, -23.96], [8.38, 2.02, -19.77], [1.96, 3.02, -18.05], [7.81, 6.05, -19.68], [3.26, 11.20, -18.72], [0.45, 11.07, -19.33], [0.34, 1.08, -18.25], [3.93, 4.96, -22.57], [0.83, 9.05, -15.62], [3.45, 11.12, -22.73], [9.43, -0.63, -23.32], [5.81, 10.96, -23.61], [8.07, 0.81, -18.90], [5.42, 9.34, -24.73], [7.73, 5.56, -18.71], [-3.52, 9.81, -17.73], [-1.17, 9.29, -18.48], [3.94, 9.08, -20.18], [3.75, 2.35, -23.27], [10.33, 9.18, -23.70], [3.66, 10.41, -23.52], [8.47, -0.08, -24.02], [5.21, 7.24, -16.98], [1.81, 3.24, -15.78], [5.94, 0.85, -21.94], [10.08, 5.88, -16.79], [7.33, 1.47, -14.65], [8.18, 1.29, -17.49], [8.77, 5.72, -20.09], [0.12, 3.89, -15.91], [7.50, 2.66, -19.90], [1.34, 0.77, -18.80], [10.22, 1.54, -17.93], [3.08, 12.86, -19.28], [6.05, 1.07, -13.53], [5.38, 7.71, -26.10], [8.82, 5.50, -16.31], [5.42, 9.57, -22.68], [-2.58, 4.52, -25.95], [7.05, 5.68, -20.37], [5.59, 14.75, -21.11], [3.43, -0.66, -20.66], [4.90, 2.00, -15.75], [0.14, -1.29, -19.37], [7.76, 10.07, -16.19], [0.96, 3.31, -17.72], [7.02, 2.46, -13.20], [3.00, 8.03, -21.02], [11.58, -2.74, -24.42], [1.50, 0.58, -22.72], [3.39, 3.10, -20.23], [1.04, 8.76, -14.59], [-0.69, 11.31, -18.73], [8.17, 10.75, -16.93], [4.69, 7.32, -23.89], [10.81, -2.98, -22.82], [1.18, 7.98, -16.64], [7.54, 0.81, -23.43], [4.74, 5.99, -14.28], [8.70, 11.60, -16.48], [4.58, 3.83, -18.56], [6.56, 1.91, -14.02], [8.85, 1.93, -20.75], [0.28, 11.73, -14.96], [1.45, 4.87, -16.42], [11.12, -2.24, -23.57], [6.19, 3.49, -15.47], [6.76, 8.05, -19.34], [5.38, 11.67, -20.01], [3.14, 14.10, -16.11], [2.89, 3.22, -22.78], [-3.43, 4.54, -24.41], [-1.85, 8.52, -21.55], [3.64, 0.37, -16.26], [8.92, 0.13, -18.85], [-2.31, 6.65, -23.55], [5.46, 13.24, -21.98], [3.91, 3.52, -17.75], [6.01, 5.66, -26.46], [-0.99, 8.19, -22.12], [-3.08, 5.17, -25.23], [10.70, 4.99, -16.84], [7.68, 7.61, -19.72], [6.90, 1.21, -24.22], [7.18, -0.13, -21.49], [3.49, 6.68, -15.24], [5.51, 6.83, -16.01], [-0.74, -1.04, -18.79], [-2.38, 10.45, -16.56], [3.39, 8.15, -20.01], [4.73, 5.21, -18.85], [5.09, 2.94, -20.58], [1.69, 10.18, -15.90], [2.55, -0.52, -16.01], [7.29, 1.88, -17.26], [5.63, 2.79, -14.85], [6.26, 11.57, -17.06], [-0.15, 7.20, -21.32], [0.65, 8.22, -17.56], [7.71, 8.05, -21.08], [2.64, -1.33, -22.11], [-0.76, 0.29, -18.19], [4.26, 5.16, -15.80], [6.66, 0.17, -22.40], [2.64, 8.41, -19.26], [5.16, 8.01, -24.81], [8.88, 10.19, -17.55], [4.24, 5.81, -26.46], [11.82, -1.52, -23.17], [1.61, 0.00, -16.19]]}

=====

Number 1: energy -1418.577878 hartree. Number 2: energy -919.118262 hartree. Number 3: energy -267.945066 hartree. Number 4: energy -604.927460 hartree. Number 5: energy -4919.073284 hartree. Number 6: energy -4827.604664 hartree.